No. 1
Computed, not measured: a molecular structure, C16H14F6N11O7S2Ta at a distorted geometry, with ωB97M-V/def2-TZVPD.

The geometry in XYZ format:
```
57
Properties=species:S:1:pos:R:3:forces:R:3:lowdin_charge:R:1
Ta 0.015 0.004 1.080 0.27 1.34 -0.36 2.022
O 5.380 4.767 -1.802 -0.11 -0.05 0.11 0.178
N 4.230 4.778 -1.460 0.02 0.16 -0.25 -0.321
O 3.448 5.706 -1.526 0.14 -0.08 0.09 0.120
C 3.689 3.518 -0.878 -0.06 -0.03 0.08 -0.019
C 4.581 2.626 -0.397 -0.09 -0.02 0.02 0.127
C 4.128 1.423 0.243 0.00 0.06 -0.04 -0.073
C 4.986 0.400 0.699 0.03 0.02 0.00 0.115
C 4.432 -0.735 1.250 -0.07 0.01 -0.01 0.041
C 3.051 -0.846 1.367 0.11 0.02 0.00 -0.078
N 2.199 0.116 0.959 0.31 -0.11 0.19 -0.039
C 2.762 1.227 0.394 -0.10 0.11 -0.08 -0.128
C 1.842 2.154 -0.149 0.05 -0.12 0.10 -0.117
N 0.535 1.784 -0.009 -0.08 0.24 -0.40 -0.053
C -0.397 2.549 -0.612 0.06 0.09 -0.03 -0.063
C -0.066 3.687 -1.327 -0.02 -0.07 0.05 0.048
C 1.255 4.078 -1.439 -0.03 0.04 -0.03 0.124
C 2.262 3.301 -0.822 0.13 -0.06 0.00 -0.011
H 5.640 2.828 -0.504 0.00 0.00 0.00 0.161
H 6.060 0.502 0.594 0.00 -0.01 0.01 0.162
H 5.053 -1.555 1.584 0.00 0.00 0.00 0.146
H 2.628 -1.737 1.800 -0.02 -0.01 -0.03 0.113
H -1.428 2.233 -0.536 -0.01 -0.01 0.00 0.126
H -0.851 4.255 -1.807 0.00 0.01 0.00 0.148
H 1.522 4.961 -2.003 -0.02 -0.02 0.01 0.143
F -4.181 -2.280 -1.233 -0.06 0.01 -0.01 0.276
C -3.459 -1.277 -1.589 0.09 -0.15 0.07 -0.655
F -3.958 -0.123 -1.249 0.02 0.02 0.01 0.231
F -3.036 -1.322 -2.802 0.00 0.03 -0.03 0.281
S -1.816 -1.417 -0.481 0.04 0.79 0.42 0.838
O -2.007 -1.022 0.977 0.13 -0.39 -0.31 -0.418
O -0.829 -0.304 -0.864 -0.47 -0.44 0.00 -0.398
N -1.294 -2.846 -0.658 0.04 -0.15 -0.04 -0.242
S 0.027 -3.233 0.142 0.56 0.74 0.11 0.852
O 0.984 -3.977 -0.559 -0.04 0.03 -0.05 -0.112
O 0.592 -1.836 0.658 -0.45 -1.59 0.33 -0.509
C -0.474 -4.144 1.742 -0.14 -0.07 -0.14 -0.677
F -1.153 -3.300 2.499 0.00 0.13 -0.01 0.173
F 0.639 -4.497 2.317 0.09 0.02 -0.01 0.235
F -1.201 -5.144 1.362 -0.02 -0.09 0.03 0.259
N -2.139 3.145 2.764 -0.02 -0.03 -0.03 0.285
C -2.303 1.922 2.313 0.15 -0.01 0.01 -0.496
N -3.463 1.303 2.293 -0.04 0.00 0.05 0.278
O -1.232 1.294 1.864 -0.15 0.04 0.07 -0.231
H -2.906 3.692 3.137 -0.01 0.00 0.00 0.171
H -1.223 3.568 2.764 0.00 0.02 0.02 0.157
H -4.311 1.744 2.627 -0.01 -0.01 0.00 0.172
H -3.523 0.351 1.964 -0.01 0.00 -0.03 0.120
N 2.300 -0.750 5.971 -0.03 -0.10 -0.11 0.233
N 1.399 -0.547 5.033 -0.05 0.04 0.09 -0.216
N 0.100 -0.532 5.346 0.05 0.03 -0.11 0.216
C -0.449 -0.300 4.183 -0.07 -0.01 0.10 -0.137
N 0.475 -0.175 3.201 -0.13 -0.41 0.09 -0.136
N 1.685 -0.358 3.794 -0.06 0.02 -0.07 0.121
H 1.947 -0.824 6.916 0.07 0.02 0.04 0.165
H 3.272 -0.677 5.714 0.03 0.03 0.10 0.156
H -1.517 -0.234 4.053 -0.01 0.00 0.00 0.136
```
Positions in Å, forces in eV/Å.

Computed properties:
Multiplicity ... 1
Charge ... +4
Electronic energy ... -3198.13882 a.u.
Highest occupied orbital energy ... -20.530 eV

***

No. 2
Computed, not measured: a molecular structure, C16H14N2O2PdS3Sb, with ωB97M-V/def2-TZVPD.

The geometry in XYZ format:
```
39
Properties=species:S:1:pos:R:3:forces:R:3:lowdin_charge:R:1
Pd -1.003 0.235 0.327 -0.11 0.62 -0.11 0.772
O -2.631 -1.603 -1.693 -0.25 -0.16 -0.16 -0.602
C -1.444 -2.304 -1.431 0.56 0.18 0.24 -0.889
C -1.192 -3.161 -2.644 0.06 0.23 0.05 -0.091
C -0.629 -4.362 -2.621 0.06 -0.15 0.04 -0.074
C -0.243 -4.960 -1.349 -0.04 0.10 -0.07 -0.073
C -0.595 -4.399 -0.198 -0.04 -0.01 -0.01 -0.125
C -1.438 -3.147 -0.102 -0.01 -0.08 0.07 -0.694
C -1.055 -2.521 1.218 0.06 -0.09 0.11 -0.213
N -0.861 -1.311 1.523 0.06 -0.15 -0.08 -0.151
C -0.534 -0.883 2.890 0.01 0.01 0.03 -0.161
C -1.303 0.399 3.212 -0.05 -0.03 -0.01 -0.220
N -1.215 1.286 2.058 0.06 -0.13 0.05 -0.157
C -1.317 2.559 2.135 0.00 -0.03 0.07 -0.092
C -1.313 3.465 1.029 0.02 0.10 -0.18 -0.141
C -1.425 4.839 1.351 0.00 -0.07 0.00 -0.061
C -1.421 5.815 0.397 0.00 0.06 0.02 -0.103
C -1.294 5.434 -0.950 0.00 0.00 -0.03 -0.078
C -1.181 4.119 -1.307 -0.01 -0.04 0.03 -0.011
C -1.192 3.074 -0.343 -0.05 0.05 0.12 -0.333
O -1.093 1.867 -0.804 0.14 -0.02 0.03 -0.225
H -1.481 -2.670 -3.564 0.02 -0.03 -0.02 0.120
H -0.445 -4.901 -3.540 0.00 0.00 0.01 0.105
H 0.328 -5.879 -1.338 0.01 0.00 -0.04 0.108
H -0.320 -4.874 0.737 -0.05 0.03 0.03 0.108
H -0.968 -3.265 2.012 -0.03 0.03 0.02 0.127
H 0.540 -0.688 2.913 0.00 0.01 0.01 0.127
H -0.772 -1.671 3.608 0.02 -0.01 -0.01 0.125
H -0.900 0.870 4.112 0.02 -0.01 0.00 0.124
H -2.353 0.151 3.379 0.00 0.02 0.01 0.087
H -1.413 3.013 3.125 0.00 -0.03 0.00 0.137
H -1.520 5.110 2.397 0.00 -0.01 0.00 0.107
H -1.510 6.857 0.670 0.00 0.00 0.00 0.097
H -1.286 6.193 -1.723 0.00 0.00 0.00 0.105
H -1.085 3.822 -2.343 0.00 -0.01 0.00 0.118
S -3.163 -3.727 0.342 0.08 -0.14 -0.06 0.532
Sb -4.214 -1.741 -0.581 -0.29 0.28 0.23 0.888
S -3.613 0.062 0.833 -0.03 -0.11 -0.21 0.050
S -0.129 -1.006 -1.390 -0.21 -0.38 -0.17 0.659
```
Positions in Å, forces in eV/Å.

Computed properties:
Multiplicity ... 2
⟨S²⟩ ... 0.7576
Charge ... 0
Electronic energy ... -2440.78397 a.u.
Highest occupied orbital energy (spin up / spin down) ... -7.787 / -7.765 eV

***

No. 3
Computed, not measured: a molecular structure, C16H14N2O2S2Zn at a distorted geometry, with ωB97M-V/def2-TZVPD.

The geometry in XYZ format:
```
37
Properties=species:S:1:pos:R:3:forces:R:3:lowdin_charge:R:1
Zn -0.091 -0.140 -0.221 0.44 0.43 0.60 0.524
C -2.455 -0.191 1.615 -0.03 1.53 3.86 -0.111
C -1.282 0.530 2.023 -1.36 -0.78 -0.62 -0.381
N -0.141 -0.147 1.990 0.93 -0.17 -0.23 -0.079
N 1.014 0.505 2.425 -0.17 -0.17 -0.02 -0.064
C 2.046 0.320 1.699 0.09 0.42 0.29 -1.136
S 2.183 -0.471 0.142 -0.14 -0.30 -0.34 0.430
S 3.575 1.089 2.282 0.00 -0.09 -0.03 0.785
C 2.993 2.786 2.607 -0.18 -0.13 0.05 -0.431
C 2.638 3.066 4.043 0.13 0.00 -0.01 -0.280
C 1.319 3.267 4.431 0.01 -0.01 0.05 -0.016
C 1.009 3.535 5.758 -0.02 0.01 -0.02 -0.083
C 2.010 3.605 6.717 0.01 0.00 0.00 -0.129
C 3.332 3.403 6.340 0.00 -0.01 -0.02 -0.122
C 3.638 3.134 5.013 -0.02 0.03 0.00 -0.075
C -1.282 2.011 2.078 -0.14 0.07 0.01 -0.142
C -2.071 2.711 2.976 0.07 -0.16 0.14 -0.085
C -2.091 4.102 3.031 0.11 0.07 -0.15 -0.166
C -1.314 4.795 2.100 -0.08 0.03 0.08 -0.157
C -0.564 4.126 1.153 0.10 0.00 0.04 -0.056
C -0.515 2.702 1.083 -0.08 0.11 -0.18 -0.418
O 0.148 2.107 0.167 -0.03 -0.21 -0.15 -0.146
H -2.518 -1.192 2.040 0.10 -0.20 -0.43 0.043
H -2.181 -0.372 0.174 -0.53 -0.09 -0.27 -0.179
H -3.371 0.384 1.755 -0.05 -0.01 -0.21 0.040
H 2.132 2.930 1.956 -0.01 0.07 -0.02 0.066
H 3.797 3.449 2.281 0.01 0.01 0.02 0.067
H 0.531 3.195 3.695 -0.07 -0.01 -0.08 0.087
H -0.029 3.682 6.034 0.01 0.00 0.00 0.096
H 1.764 3.811 7.754 0.00 0.00 0.00 0.082
H 4.124 3.449 7.080 0.00 0.00 0.00 0.084
H 4.669 2.960 4.721 -0.01 0.00 0.00 0.101
H -2.665 2.135 3.681 0.00 -0.02 -0.02 0.100
H -2.689 4.626 3.767 -0.01 0.01 0.01 0.066
H -1.305 5.882 2.113 0.01 0.01 -0.01 0.077
H 0.016 4.670 0.414 0.00 0.02 0.01 0.092
O -1.811 -0.524 -0.733 0.93 -0.46 -2.36 -0.484
```
Positions in Å, forces in eV/Å.

Computed properties:
Multiplicity ... 1
Charge ... -2
Electronic energy ... -3453.79352 a.u.
Highest occupied orbital energy ... -0.042 eV

***

No. 4
Computed, not measured: C16H14N2O5 in the gas phase at a distorted geometry, with ωB97M-V/def2-TZVPD.

The geometry in XYZ format:
```
37
Properties=species:S:1:pos:R:3:forces:R:3:lowdin_charge:R:1
C 1.541 1.932 -1.410 0.10 -0.05 0.11 -0.029
C 1.494 0.544 -0.756 -0.22 0.04 -0.16 -0.241
C 0.045 0.282 -0.307 0.63 0.13 0.24 -0.425
O -0.770 -0.278 -1.001 -0.27 -0.09 -0.16 0.093
N -0.202 0.789 0.930 0.26 0.20 0.29 0.132
C -1.401 0.798 1.657 -0.51 -0.08 0.05 -0.214
C -2.567 0.206 1.188 0.22 -0.06 -0.24 -0.010
C -3.740 0.232 1.936 -0.14 0.24 0.55 0.020
C -3.707 0.862 3.155 0.54 0.15 -0.02 -0.208
C -2.536 1.458 3.629 -0.42 -0.30 -0.33 -0.204
C -1.373 1.441 2.904 -0.20 0.03 0.18 0.063
O -2.770 2.012 4.857 0.46 -0.01 -0.30 0.037
C -4.128 1.748 5.147 -0.65 0.33 1.03 -0.157
O -4.705 1.030 4.079 -0.06 -0.20 -0.36 0.034
C 1.956 -0.530 -1.700 0.09 -0.13 0.08 -0.182
C 1.305 -0.740 -2.914 0.13 -0.03 0.05 -0.007
C 1.725 -1.738 -3.770 0.18 -0.21 -0.16 0.026
C 2.812 -2.528 -3.416 -0.39 0.97 0.92 -0.154
N 3.262 -3.562 -4.310 0.21 -0.45 -0.39 -0.364
O 4.191 -4.255 -3.950 0.19 -0.17 0.03 0.078
O 2.689 -3.679 -5.373 -0.10 -0.06 -0.23 0.081
C 3.471 -2.335 -2.208 0.06 -0.28 -0.34 0.012
C 3.036 -1.340 -1.358 -0.17 0.15 -0.09 -0.009
H 0.858 1.980 -2.253 -0.06 0.02 -0.08 0.086
H 1.258 2.701 -0.695 -0.03 0.10 0.02 0.080
H 2.548 2.140 -1.767 0.05 0.05 -0.03 0.089
H 2.147 0.544 0.123 -0.06 -0.03 -0.07 0.136
H 0.565 1.247 1.404 -0.04 -0.16 -0.22 0.141
H -2.560 -0.281 0.228 0.01 0.00 -0.01 0.099
H -4.642 -0.228 1.571 -0.13 -0.07 -0.07 0.121
H -0.477 1.905 3.283 0.15 0.07 0.06 0.123
H -4.665 2.699 5.287 0.15 -0.20 -0.11 0.140
H -4.196 1.154 6.072 0.07 0.08 -0.26 0.140
H 0.454 -0.136 -3.178 -0.06 0.03 -0.04 0.116
H 1.227 -1.917 -4.710 -0.02 0.00 -0.02 0.121
H 4.310 -2.966 -1.957 0.02 -0.01 0.01 0.119
H 3.543 -1.189 -0.416 0.04 0.02 0.09 0.115
```
Positions in Å, forces in eV/Å.

Computed properties:
Structure (SMILES) ... C[C@@H](C(=O)Nc1ccc2c(c1)OCO2)c1ccc([N+](=O)[O-])cc1
Multiplicity ... 1
Charge ... 0
Electronic energy ... -1103.73721 a.u.
Highest occupied orbital energy ... -8.041 eV

***

No. 5
Computed, not measured: a molecular structure, C16H15AsF6GaN5 at a distorted geometry, with ωB97M-V/def2-TZVPD.

The geometry in XYZ format:
```
44
Properties=species:S:1:pos:R:3:forces:R:3:lowdin_charge:R:1
Ga -0.851 0.716 0.732 0.39 0.99 -0.30 0.501
C -0.348 2.614 -1.518 0.26 0.16 -0.06 -0.031
N -1.517 1.841 -1.028 -0.05 -0.28 0.16 -0.034
C -2.164 0.929 -1.999 -0.01 0.04 -0.04 -0.024
C -1.879 -0.496 -1.641 0.03 -0.13 -0.24 -0.183
N -1.310 -0.825 -0.471 -0.03 -0.35 0.26 0.160
C -1.266 -2.190 -0.409 -0.21 0.42 -0.31 -0.104
C -0.812 -3.065 0.627 0.06 -0.41 0.14 0.125
C -0.898 -4.427 0.401 0.12 0.34 0.26 0.019
C -1.410 -4.916 -0.798 0.08 -0.22 0.20 0.097
C -1.903 -4.050 -1.827 -0.19 0.68 -0.32 0.155
C -1.811 -2.692 -1.599 0.09 -0.69 0.11 -0.123
N -2.179 -1.577 -2.347 -0.12 0.13 -0.08 0.249
C 0.913 2.095 -0.897 0.25 -0.20 0.01 -0.242
N 0.914 1.270 0.148 -0.95 -0.12 -0.15 0.107
C 2.244 1.031 0.500 0.47 0.09 0.02 -0.180
C 2.809 0.270 1.518 -0.12 -0.02 -0.03 0.002
C 4.189 0.244 1.587 -0.16 -0.07 0.07 -0.027
C 4.983 0.955 0.677 -0.02 0.19 -0.23 -0.019
C 4.429 1.730 -0.327 0.07 0.00 0.04 0.034
C 3.042 1.752 -0.394 -0.07 -0.28 0.34 -0.144
N 2.156 2.400 -1.253 -0.05 0.12 -0.08 0.226
H -0.275 2.592 -2.607 -0.06 0.00 0.01 0.150
H -0.465 3.659 -1.221 -0.10 -0.01 -0.05 0.166
H -2.218 2.504 -0.713 -0.01 -0.01 0.08 0.147
H -3.249 1.061 -1.949 0.00 0.05 -0.05 0.172
H -1.861 1.140 -3.026 0.00 -0.02 0.00 0.158
H -0.430 -2.667 1.560 0.00 -0.02 -0.01 0.144
H -0.565 -5.118 1.163 0.01 -0.01 -0.02 0.147
H -1.442 -5.987 -0.960 -0.06 0.01 -0.05 0.155
H -2.342 -4.453 -2.733 0.06 -0.08 0.03 0.159
H -2.647 -1.602 -3.247 0.04 0.08 -0.02 0.215
H 2.193 -0.259 2.234 0.07 -0.01 0.05 0.118
H 4.668 -0.328 2.368 0.01 0.00 0.00 0.128
H 6.060 0.904 0.760 0.00 0.01 0.04 0.131
H 5.045 2.298 -1.010 0.02 -0.03 -0.01 0.135
H 2.428 3.029 -1.996 -0.05 0.03 -0.04 0.201
F -2.113 2.054 1.555 -0.05 -0.23 0.29 -0.210
As -1.820 1.486 3.378 0.76 -0.09 -1.55 1.000
F -1.598 -0.187 2.184 -0.20 -0.30 0.13 -0.196
F -1.782 3.049 3.911 -0.11 -0.02 0.19 -0.083
F -1.301 0.562 4.649 -0.07 0.05 0.17 -0.093
F -0.175 1.548 2.644 -0.13 0.20 0.80 -0.201
F -3.439 1.105 3.376 0.02 0.02 0.25 -0.105
```
Positions in Å, forces in eV/Å.

Computed properties:
Multiplicity ... 2
⟨S²⟩ ... 0.7666
Charge ... +3
Electronic energy ... -5651.40095 a.u.
Highest occupied orbital energy (spin up / spin down) ... -17.441 / -17.436 eV

***

No. 6
Computed, not measured: a molecular structure, C16H15BiCl at a distorted geometry, with ωB97M-V/def2-TZVPD.

The geometry in XYZ format:
```
33
Properties=species:S:1:pos:R:3:forces:R:3:lowdin_charge:R:1
C -1.519 1.105 -2.317 0.16 -0.39 1.55 -0.392
C -2.328 -0.112 -2.222 0.55 -0.65 -1.17 -0.248
C -1.498 -1.201 -2.531 -0.96 0.80 0.20 -0.132
H -3.391 -0.147 -1.982 0.34 0.02 -0.22 0.089
C -0.167 -0.730 -2.712 0.23 1.22 -0.09 -0.129
C -0.149 0.666 -2.551 -0.11 -0.92 -0.80 -0.223
H 0.699 1.340 -2.682 -0.25 -0.30 0.07 0.090
H -1.911 2.102 -2.527 0.15 -0.28 0.13 0.083
H -1.821 -2.232 -2.680 0.14 0.35 0.49 0.097
H 0.681 -1.350 -3.006 -0.22 0.22 0.37 0.092
Bi -1.216 1.137 0.138 0.43 -1.24 -0.37 1.408
Cl -2.139 3.381 0.397 -0.26 0.72 0.05 -0.186
C -0.733 -2.334 2.335 -0.20 -0.17 -0.71 -0.253
C 0.083 -3.197 1.545 -0.86 0.16 -0.18 -0.225
C -0.759 -3.824 0.574 -0.31 0.49 0.64 -0.219
H 1.155 -3.344 1.669 -0.24 -0.03 -0.05 0.048
C -2.094 -3.347 0.766 0.77 0.28 0.50 -0.226
C -2.077 -2.421 1.852 0.62 -0.27 -0.40 -0.250
H -2.931 -1.863 2.237 0.15 -0.18 -0.04 0.047
H -0.393 -1.708 3.158 -0.06 -0.13 -0.07 0.046
H -0.453 -4.580 -0.148 -0.03 0.21 0.11 0.049
H -2.975 -3.638 0.195 0.21 0.04 0.09 0.051
C 3.432 2.747 1.255 -0.29 0.06 0.13 -0.111
C 2.623 3.562 0.454 -0.33 -0.24 -0.28 -0.104
C 1.340 3.119 0.062 0.97 0.13 0.51 -0.166
C 0.908 1.858 0.475 -0.53 0.14 -0.23 -0.435
C 1.695 1.054 1.301 0.40 0.52 0.13 -0.146
C 2.936 1.531 1.741 0.06 0.08 -0.35 -0.098
H 4.447 3.070 1.512 -0.46 -0.05 0.06 0.095
H 2.984 4.549 0.139 -0.12 -0.43 0.05 0.095
H 0.701 3.776 -0.533 0.14 -0.23 0.19 0.074
H 1.354 0.072 1.621 -0.08 0.07 0.04 0.081
H 3.513 0.960 2.467 -0.02 0.00 -0.32 0.098
```
Positions in Å, forces in eV/Å.

Computed properties:
Multiplicity ... 1
Charge ... -1
Electronic energy ... -1293.45406 a.u.
Highest occupied orbital energy ... -2.920 eV